Record 1
ORCA calculation (ωB97M-V/def2-TZVPD) on C19H24Br27NO5S as an isolated structure at a distorted geometry.

The value obtained for the HOMO energy is -9.192 eV. Its net charge is 0. The orbital gap comes out at 8.1419 eV. Its spin multiplicity is 1.

The geometry in XYZ format:
```
77
Properties=species:S:1:pos:R:3:forces:R:3
C 1.005688 -3.864565 2.019270 0.1 0.4 0.6
S 0.958960 -3.276717 0.306954 1.4 -2.3 -2.0
O -0.145054 -3.803158 -0.440578 -1.3 1.0 0.8
O 2.187684 -3.757556 -0.278439 0.8 0.9 0.8
C 1.049540 -1.480849 0.219897 -0.2 0.6 0.4
C 0.522776 -0.571652 1.036401 0.0 -0.5 0.8
C -0.340689 -0.738955 2.285315 -0.2 1.1 -1.1
C -1.613494 0.171635 2.094905 -0.6 -0.8 0.5
C -2.944027 -0.660015 2.164344 0.5 1.0 -0.4
C -3.327213 -1.235375 0.773467 -0.7 -0.4 0.3
C -3.699652 -2.735481 0.780574 0.1 0.0 -0.6
N -2.695782 -3.605453 1.417471 -0.4 0.0 0.3
C 0.939942 0.807559 0.513418 0.1 -4.2 -0.4
O 0.640124 1.819767 0.967863 -0.5 3.7 1.1
O 1.705505 0.630174 -0.606712 0.1 0.3 -0.2
C 1.786292 -0.725208 -0.891179 -1.9 -0.7 3.0
O 2.281008 -1.191011 -1.812690 1.8 -0.6 -3.1
H 0.844703 -3.061253 2.750559 -0.1 -0.2 -0.3
H 0.296507 -4.684454 2.195890 -0.1 0.4 -0.5
H 2.022878 -4.247209 2.201914 -0.7 0.2 -0.5
H -0.673672 -1.774769 2.413510 0.3 0.3 -0.2
H 0.245904 -0.444965 3.171001 -0.2 0.0 -0.3
H -1.614607 0.636694 1.099100 0.1 0.1 0.5
H -1.638293 0.966100 2.855070 0.1 -0.2 -0.3
H -2.895914 -1.433825 2.948185 0.0 0.3 -0.2
H -3.712765 0.072389 2.462211 0.1 -0.5 0.0
H -4.232192 -0.695876 0.441595 0.4 -0.2 -0.1
H -2.566981 -1.041693 -0.001168 0.0 -0.2 0.4
H -4.713189 -2.914281 1.198837 0.4 0.4 0.1
H -3.771309 -3.052821 -0.277690 0.0 0.1 0.4
H -2.241723 -3.148872 2.205783 -0.2 0.1 -0.1
H -3.218237 -4.376913 1.844644 0.7 0.4 -0.5
C 3.468174 -3.125198 5.150075 0.0 0.1 0.0
Br 4.062834 -3.658187 3.393034 0.4 0.1 0.3
Br 3.345008 -1.204368 5.301422 -0.2 -0.5 -0.1
Br 1.809471 -3.989851 5.639081 0.1 0.1 0.0
H 4.218764 -3.457119 5.855814 -0.1 0.0 0.0
C 2.489565 3.737845 -1.517087 0.0 -0.1 0.0
Br 2.840473 3.701864 -3.412344 0.0 0.1 0.1
Br 4.115553 3.722522 -0.480329 -0.2 0.0 -0.1
Br 1.345752 5.222095 -1.044603 0.0 -0.1 -0.1
H 1.950159 2.831283 -1.274324 0.1 0.1 0.0
C -0.795349 5.749350 -4.561155 0.1 0.0 0.1
Br -0.283347 5.132143 -6.318745 -0.1 0.0 0.2
Br -0.793523 7.675246 -4.450922 0.0 -0.2 0.0
Br -2.483845 5.000429 -4.004939 0.1 0.1 -0.1
H -0.043464 5.390019 -3.867969 0.0 0.0 -0.1
C -6.024587 -6.027442 2.154536 -0.1 0.0 0.0
Br -5.743828 -6.037791 0.245365 0.0 0.1 0.1
Br -4.354321 -5.865259 3.110783 -0.4 -0.5 0.3
Br -7.289497 -4.673369 2.690007 0.2 -0.1 -0.1
H -6.450810 -6.986300 2.420052 0.0 0.1 0.0
C 0.558775 5.699760 -9.962225 0.0 0.0 0.0
Br 1.245131 7.255314 -10.874128 -0.1 -0.2 0.1
Br -1.269725 5.327760 -10.454842 0.2 0.0 0.0
Br 1.697939 4.162920 -10.219119 -0.2 0.2 0.0
H 0.562845 5.925978 -8.903468 0.0 0.0 -0.1
C 4.447450 2.556747 6.556460 0.1 0.0 0.0
Br 5.022247 4.174619 5.678572 -0.1 -0.2 0.0
Br 2.666034 2.041003 6.006342 0.2 0.2 0.0
Br 5.719849 1.124024 6.321013 0.0 0.3 0.1
H 4.401360 2.768911 7.616612 0.0 0.0 -0.1
C -2.664899 -8.264303 0.164227 0.1 0.1 0.0
Br -1.641381 -6.644768 -0.035671 -0.1 -0.1 0.0
Br -2.619603 -9.346933 -1.433929 0.0 0.1 0.1
Br -2.123623 -9.268467 1.724775 0.0 0.0 -0.1
H -3.696248 -7.971110 0.318957 0.1 -0.1 0.0
C 4.965432 3.970060 -7.400390 0.0 -0.1 0.0
Br 5.281660 3.964387 -9.302790 0.1 0.0 0.2
Br 6.612348 3.930512 -6.396366 -0.2 0.0 -0.1
Br 3.834942 5.442885 -6.872207 0.1 -0.1 0.0
H 4.428088 3.060417 -7.164571 0.0 0.1 0.0
C -0.540649 6.071551 2.261438 0.1 0.0 -0.1
Br -0.557953 7.576295 3.469632 0.0 -0.2 -0.1
Br -0.801162 4.398405 3.179634 0.0 0.1 0.0
Br -1.800940 6.293172 0.817659 0.1 0.0 0.1
H 0.446152 6.031542 1.816893 -0.1 0.0 0.0
```
Positions in Å, forces in eV/Å.



Record 2
ORCA calculation (ωB97M-V/def2-TZVPD) on C10H6Br2Cl2CoNO as an isolated structure.

The value obtained for the HOMO energy (spin up / spin down) is -15.303 / -16.034 eV. Its net charge is +2. The orbital gap (spin up / spin down) comes out at 7.5538 / 6.3963 eV. Its spin multiplicity is 5.

The geometry in XYZ format:
```
23
Properties=species:S:1:pos:R:3:forces:R:3
Co 1.904883 0.815972 0.000774 -0.2 0.2 0.0
Cl 4.310022 1.131723 0.000659 0.0 0.1 0.0
C 4.087502 2.911001 -0.000611 -0.1 -0.1 0.0
Cl 2.314672 3.233580 -0.000979 0.2 0.0 0.0
H 4.514243 3.316566 -0.909648 0.0 0.0 0.0
H 4.514084 3.317836 0.907935 0.0 0.0 0.0
Br 1.477680 -4.155027 0.000068 0.1 -0.1 0.0
C 0.144617 -2.893297 0.000055 -0.1 0.1 0.0
C -1.192826 -3.255355 -0.000165 0.0 0.1 0.0
C -2.202168 -2.299907 -0.000181 0.2 0.1 0.0
Br -3.947444 -2.861321 -0.000460 -0.2 -0.1 0.0
C -1.899395 -0.883058 0.000030 -0.1 -0.2 0.0
C -2.849963 0.149429 0.000034 0.0 0.0 0.0
C -2.423422 1.458391 0.000238 0.0 0.0 0.0
C -1.058409 1.733153 0.000436 0.0 0.0 0.0
N -0.141263 0.768879 0.000431 0.0 0.0 0.0
C -0.558612 -0.519746 0.000238 0.1 -0.1 0.0
C 0.500841 -1.512522 0.000270 0.1 0.1 0.0
O 1.706459 -1.101598 0.000477 0.0 -0.1 0.0
H -1.457280 -4.303987 -0.000329 0.0 0.0 0.0
H -3.906551 -0.083942 -0.000121 0.0 0.0 0.0
H -3.130063 2.275843 0.000242 0.0 0.0 0.0
H -0.707602 2.757398 0.000604 0.0 0.0 0.0
```
Positions in Å, forces in eV/Å.



Record 3
ORCA calculation (ωB97M-V/def2-TZVPD) on C3H18B3Be2Cl6 as an isolated structure at a distorted geometry.

The value obtained for the HOMO energy is -12.493 eV. Its net charge is +1. The orbital gap comes out at 2.4509 eV. Its spin multiplicity is 1.

The geometry in XYZ format:
```
32
Properties=species:S:1:pos:R:3:forces:R:3
Be 2.350845 -2.278268 0.925926 0.5 0.7 -0.2
Be -2.932655 -2.618268 -1.841504 1.5 -0.1 0.9
B 5.869635 -0.969498 1.535586 -0.9 -0.7 -1.7
H 6.777125 -0.615658 1.999816 3.0 1.3 4.0
H 5.050845 -0.343388 1.854666 -3.0 4.7 0.9
H 5.924125 -0.921398 0.459036 -1.2 -0.4 -4.2
H 5.683435 -1.972088 1.888266 0.9 -5.3 0.8
B -0.623885 -4.744808 0.216976 0.8 1.3 -0.2
H 0.095165 -4.583748 -0.571234 2.2 1.1 -3.9
H -0.892675 -3.786368 0.633376 -0.1 4.4 2.3
H -1.510655 -5.199688 -0.196494 -3.4 -3.3 -2.5
H -0.230345 -5.380558 0.994906 0.2 -2.6 3.7
B 0.080455 -0.406738 -1.380204 0.0 -1.1 0.7
H -0.630315 -0.466478 -0.570584 -3.2 0.7 3.7
H 1.048325 -0.060188 -1.052544 4.2 0.6 1.9
H 0.088765 -1.366208 -1.873744 0.5 -3.9 -3.2
H -0.286035 0.358392 -2.046914 -2.0 2.7 -2.9
C -1.285025 -0.900088 6.204736 0.0 0.2 0.4
Cl -2.814145 -0.607998 7.069266 0.4 0.1 -0.1
Cl -1.349235 -0.220168 4.546046 0.1 -0.6 0.4
H -0.452315 -0.411008 6.710206 -0.4 0.2 0.0
H -1.114905 -1.974868 6.268136 -0.1 0.1 -0.7
C 1.683375 4.288832 -1.121284 -0.1 0.8 0.4
Cl 1.722335 3.951272 0.662436 0.0 -0.5 -1.1
Cl 2.513985 5.836652 -1.360294 -0.1 0.0 -0.3
H 2.173815 3.584642 -1.793364 0.0 -0.3 0.8
H 0.641585 4.411172 -1.417594 0.2 0.0 0.2
C -5.580845 3.604342 -5.289264 0.3 0.5 -0.1
Cl -4.123425 2.740782 -4.737714 -0.1 0.2 0.3
Cl -6.355975 2.658162 -6.554034 -0.3 0.1 0.1
H -6.251995 3.829412 -4.460404 0.1 -0.6 -0.1
H -5.269395 4.563812 -5.702204 0.1 -0.3 -0.1
```
Positions in Å, forces in eV/Å.



Record 4
ORCA calculation (ωB97M-V/def2-TZVPD) on C4H5O6Sc as an isolated structure at a distorted geometry.

The value obtained for the HOMO energy (spin up / spin down) is -15.818 / -15.817 eV. Its net charge is +2. The orbital gap (spin up / spin down) comes out at 2.2124 / 2.2058 eV. Its spin multiplicity is 1.

The geometry in XYZ format:
```
16
Properties=species:S:1:pos:R:3:forces:R:3
C -0.892989 0.882099 0.041583 -1.0 -0.2 0.0
C 0.616369 0.938611 -0.054600 0.3 1.2 -0.7
O 1.099115 -0.399003 0.228049 3.9 -1.3 -0.6
O -1.331730 -0.462470 0.103347 3.6 -1.6 0.3
H -1.307516 1.335820 -0.868023 -0.1 0.1 0.4
H -1.230028 1.437876 0.930308 0.0 -0.2 -0.3
H 1.034592 1.625653 0.689598 0.1 -0.2 -0.2
H 0.935749 1.210679 -1.068224 0.0 0.0 0.3
H -0.403152 -1.017094 0.204978 -4.4 1.3 -0.3
C 2.395516 -0.678147 0.011760 -5.1 1.3 3.0
O 2.899941 -1.647560 0.619924 3.4 -0.4 -0.8
O 3.131835 0.220051 -0.491718 4.4 0.3 -0.9
Sc 4.953474 -0.646992 0.095907 -5.0 -0.2 -0.2
O -4.319841 0.146301 -0.019335 2.5 0.2 0.2
O -3.810083 -2.054589 -0.301237 2.2 1.1 0.4
C -3.771249 -0.891242 -0.122315 -4.8 -1.3 -0.6
```
Positions in Å, forces in eV/Å.



Record 5
ORCA calculation (ωB97M-V/def2-TZVPD) on C23H30AsN7O3STi as an isolated structure at a distorted geometry.

The value obtained for the HOMO energy (spin up / spin down) is -2.494 / -4.187 eV. Its net charge is -1. The orbital gap (spin up / spin down) comes out at 5.2105 / 6.9028 eV. Its spin multiplicity is 2.

The geometry in XYZ format:
```
66
Properties=species:S:1:pos:R:3:forces:R:3
Ti 0.047338 0.154829 -0.415373 0.9 0.0 0.0
C 3.491784 0.240289 -0.768281 -0.1 0.0 -0.2
N 2.346158 -0.533039 -1.235563 0.5 0.0 0.3
C 2.532655 -1.981444 -1.253336 -0.2 0.2 0.1
C 1.779435 -2.669743 -0.151108 0.1 -0.1 0.0
N 1.013165 -2.122784 0.740463 -0.2 0.0 0.0
C 0.444648 -3.177172 1.432986 0.0 0.0 0.1
C -0.477544 -3.164503 2.475014 0.0 0.0 0.0
C -0.905976 -4.381377 2.975922 0.0 0.0 0.0
C -0.432637 -5.593641 2.455557 0.0 0.0 0.0
C 0.485429 -5.623090 1.419031 0.0 0.0 0.0
C 0.910051 -4.398086 0.924102 0.0 0.0 0.0
N 1.791641 -4.039605 -0.077421 0.0 0.0 0.0
C 3.400297 0.613695 0.676070 0.0 0.0 0.0
N 2.448822 0.264999 1.471576 0.0 0.0 0.1
C 2.761722 0.835061 2.695012 0.0 0.1 0.0
C 2.059661 0.805068 3.894689 0.0 0.0 0.0
C 2.603351 1.471577 4.977800 0.0 0.0 0.0
C 3.816990 2.165609 4.874779 0.0 0.0 0.0
C 4.520618 2.219081 3.683622 0.0 0.0 0.0
C 3.968006 1.544027 2.602559 0.0 0.0 0.0
N 4.362328 1.388661 1.287356 0.1 0.0 0.0
H 3.546610 1.158685 -1.359888 0.0 0.0 0.0
H 4.435552 -0.302419 -0.924563 0.0 0.0 -0.1
H 2.077171 -0.180119 -2.145812 -0.1 -0.2 0.0
H 3.597227 -2.243035 -1.191445 0.0 0.0 0.0
H 2.121661 -2.381929 -2.181409 0.1 0.0 0.0
H -0.849678 -2.223765 2.859917 0.0 0.0 0.0
H -1.628693 -4.401556 3.781867 0.0 0.0 0.0
H -0.797542 -6.526137 2.867452 0.0 0.0 0.0
H 0.843003 -6.559972 1.010244 0.0 0.0 0.0
H 2.165800 -4.644823 -0.786336 0.0 0.0 0.0
H 1.111869 0.287572 3.952008 0.0 0.0 0.0
H 2.078457 1.469570 5.924791 0.0 0.0 0.0
H 4.208207 2.679535 5.744085 0.0 0.0 0.0
H 5.451049 2.767661 3.604392 0.0 0.0 0.0
H 5.160693 1.804337 0.844096 0.0 0.0 0.0
N -1.989463 0.271918 -1.031856 -0.8 1.4 -0.1
C -2.721836 -0.459095 -2.045488 0.4 -0.4 -0.3
C -2.344777 -1.949066 -2.138923 -0.1 0.1 0.0
C -0.865981 -2.141547 -2.448368 -0.1 -0.1 0.0
O -0.498842 -2.799787 -3.426422 -0.1 0.0 0.0
O -0.083620 -1.598712 -1.600245 0.0 -0.2 -0.6
H -2.562895 0.314454 -0.191035 0.1 -0.2 0.0
H -1.865421 1.662008 -1.072777 -0.3 -2.3 0.4
H -2.544275 -0.003273 -3.030397 0.2 -0.3 0.1
H -3.807562 -0.395193 -1.872332 0.0 -0.1 0.0
H -2.944489 -2.452737 -2.898886 0.0 0.0 0.0
H -2.543413 -2.413098 -1.167797 0.0 -0.1 0.0
O -0.304938 1.403763 0.710430 0.0 0.0 0.4
N 0.715776 2.073818 -3.166615 0.0 0.0 0.0
C 0.484927 1.437751 -2.220706 0.0 0.1 -0.1
C -5.218103 3.851397 -1.074690 0.0 -0.1 0.0
As -3.366557 3.555536 -1.613477 0.2 0.5 0.8
C -3.490791 2.299182 -3.067422 0.0 0.1 0.1
C -2.941155 5.233189 -2.495528 0.1 0.0 0.0
S -1.905495 2.884798 -0.047272 -0.5 1.0 -0.8
H -5.846118 4.177717 -1.905209 0.1 0.0 0.0
H -5.227032 4.605620 -0.289620 0.0 0.0 0.0
H -5.603751 2.917184 -0.668739 0.0 0.0 0.0
H -4.185629 2.656192 -3.826044 0.0 0.1 0.0
H -3.807806 1.337809 -2.669021 -0.2 0.4 -0.2
H -2.489004 2.175232 -3.481062 0.0 0.0 0.0
H -3.667758 5.488120 -3.267651 0.0 -0.1 0.0
H -1.950449 5.126209 -2.935720 0.0 0.0 0.0
H -2.912867 6.018593 -1.741984 0.0 0.0 0.0
```
Positions in Å, forces in eV/Å.